Molecular formula: C4F12NaO12S4
Method: DFT, ωB97M-V/def2-TZVPD

**E**: -109089.0859 eV
**ΔE to the lowest compared entry with this formula, charge and spin**: 40.3 kcal per mole
**LUMO level**: 0.2194 Eh
**Highest occupied orbital energy**: -1.20 eV

The geometry in ORCA input format:
```
! wB97M-V def2-TZVPD RIJCOSX def2/J DEFGRID3
* xyz -3 1
Na 0.36693 0.20040 -0.72729
C -4.03174 2.22998 0.53825
F -4.97658 2.04242 -0.40056
F -4.34443 3.31038 1.27651
F -4.06854 1.18090 1.36298
S -2.27301 2.44828 -0.23711
O -1.79675 1.06435 -0.30124
O -2.57572 3.13959 -1.49512
O -1.59765 3.21351 0.78656
C 4.07023 1.22147 1.37600
F 3.42992 0.09301 1.63680
F 4.28534 1.88070 2.50131
F 5.22421 0.84862 0.76962
S 2.98165 2.23163 0.18893
O 1.88609 2.56752 1.08135
O 3.73864 3.38541 -0.28482
O 2.61138 1.25735 -0.83298
C -0.02677 -2.73779 3.20046
F -0.68867 -2.51119 4.35536
F 1.27207 -2.97125 3.40226
F -0.53308 -3.85245 2.67206
S -0.33970 -1.27658 1.99897
O 0.46091 -1.61646 0.84328
O -1.75433 -1.35902 1.67182
O -0.02079 -0.03242 2.67569
C -0.00124 -2.89653 -3.61134
F -1.13316 -3.60768 -3.62002
F 0.75950 -3.26234 -2.59600
F 0.64182 -3.18284 -4.74941
S -0.35163 -1.04586 -3.43380
O -0.96933 -0.53139 -4.64470
O -1.20200 -0.98663 -2.23987
O 0.95643 -0.44505 -3.16394
*
```